Record 1
{"formula": "C5H17N2O", "method": "ωB97M-V/def2-TZVPD", "symbols": ["N", "C", "C", "N", "C", "C", "C", "H", "H", "H", "H", "H", "H", "H", "H", "H", "H", "H", "H", "H", "H", "H", "H", "H", "O"], "xyz": [[-1.5919, 0.3627, 0.2165], [-0.4145, 1.3101, 0.4234], [0.6549, 0.7656, -0.5532], [0.8751, -0.6417, -0.2282], [2.0117, -0.8620, 0.6854], [1.9960, -0.1037, 1.9971], [1.1397, -1.4136, -1.4586], [-1.7941, 0.3950, -0.7844], [-1.2926, -0.5843, 0.4738], [-2.4772, 0.7266, 0.5683], [-0.7824, 2.2087, -0.0782], [-0.1883, 1.3933, 1.4732], [1.5534, 1.3589, -0.4010], [0.2050, 0.8975, -1.5179], [2.9330, -0.5906, 0.1725], [2.0831, -1.9287, 0.7802], [2.8480, -0.4169, 2.5930], [1.9446, 0.9570, 1.7507], [1.1453, -0.2900, 2.6683], [0.4308, -1.1214, -2.2314], [0.9576, -2.4801, -1.2841], [2.1719, -1.3627, -1.7785], [-4.5804, 1.2299, -0.9560], [-5.2715, -0.0826, -1.5325], [-4.5574, 0.2727, -0.9985]], "e_above_lowest_ev": 1.368, "lumo_ev": -3.2, "e_tot_ev": -10481.5667, "homo_ev": -12.9, "gap_ev": 9.72, "spin_multiplicity": 1, "total_charge": 1}

=====

Record 2
{"formula": "C4H12BrN3S2", "method": "ωB97M-V/def2-TZVPD", "symbols": ["C", "S", "N", "C", "N", "N", "C", "Br", "S", "C", "H", "H", "H", "H", "H", "H", "H", "H", "H", "H", "H", "H"], "xyz": [[2.7976, 0.3149, 0.7597], [2.2905, -0.8680, -0.5290], [0.5573, -0.8845, -0.1883], [0.0296, -2.1812, 0.1974], [-0.1146, -0.4866, -1.4222], [-1.0253, 0.5657, -1.2095], [-2.4337, 0.2219, -1.4164], [-3.2835, -0.4210, 0.4367], [-0.4561, 2.0341, -0.6824], [-0.3854, 1.8496, 1.1310], [3.7105, 0.7693, 0.5468], [2.8968, -0.1306, 1.8163], [2.1737, 1.1227, 0.7294], [-0.1477, -2.2772, 1.2736], [-0.8899, -2.1693, -0.3340], [0.7487, -3.0849, -0.1086], [0.5015, -0.2947, -2.1922], [-2.9590, 1.0203, -1.6609], [-2.6438, -0.6176, -1.9559], [-0.1137, 2.8116, 1.6099], [0.1527, 0.9311, 1.5207], [-1.4062, 1.7741, 1.6780]], "e_above_lowest_ev": 0.000, "lumo_ev": 0.5, "e_tot_ev": -100521.8678, "smiles": "CSN(C)NN(CBr)SC", "homo_ev": -8.8, "gap_ev": 9.36, "spin_multiplicity": 1}

=====

In the order shown, the computed M values come out to 121.20 246.20 g mol⁻¹.